Computed, not measured: 13 unconnected molecules or ions with the total composition C21H68N10O21, with wB97M-V/def2-TZVPD.

Calculated values
E_LUMO in eV: -0.6
Orbital gap in eV: 8.494

Positions of all 120 atoms, in Å:
C1 1.999 2.427 -1.952
O1 2.499 1.574 -1.200
N1 2.742 3.475 -2.325
N2 0.720 2.557 -2.384
H1 3.671 3.431 -1.938
H2 2.405 4.038 -3.083
H3 0.533 3.346 -2.975
H4 -0.023 1.891 -2.251
C2 -0.097 0.072 0.968
O2 -1.053 0.229 1.730
N3 -0.045 0.015 -0.394
N4 1.142 -0.071 1.478
H5 0.820 -0.078 -0.894
H6 -0.941 -0.031 -0.877
H7 1.898 0.143 0.848
H8 1.141 -0.047 2.489
C3 4.771 -2.366 0.796
O3 5.508 -2.189 1.772
N5 4.381 -1.341 0.009
N6 4.375 -3.565 0.354
H9 4.768 -0.420 -0.031
H10 3.641 -1.635 -0.607
H11 3.863 -3.644 -0.515
H12 4.566 -4.389 0.894
C4 -3.110 -3.778 -0.276
O4 -4.296 -3.758 -0.562
N7 -2.411 -2.694 0.126
N8 -2.289 -4.873 -0.375
H13 -1.473 -2.747 0.480
H14 -2.861 -1.802 0.275
H15 -1.381 -4.655 -0.015
H16 -2.729 -5.776 -0.392
C5 2.742 -0.351 5.054
O5 2.285 -0.438 6.185
N9 2.643 0.807 4.343
N10 3.446 -1.318 4.389
H17 3.259 1.006 3.569
H18 2.131 1.600 4.684
H19 3.840 -0.990 3.524
H20 3.305 -2.272 4.665
C6 -4.724 0.165 0.649
C7 -5.931 0.783 1.389
O6 -5.696 2.026 1.979
O7 -3.742 -0.328 1.501
H21 -4.337 1.033 0.109
H22 -5.106 -0.580 -0.056
H23 -6.257 0.026 2.109
H24 -6.768 0.761 0.679
H25 -5.245 2.545 1.303
H26 -2.909 0.090 1.246
C8 -3.020 3.802 -0.520
C9 -4.424 3.906 -1.081
O8 -5.086 2.667 -1.364
O9 -3.022 3.129 0.735
H27 -2.700 4.841 -0.406
H28 -2.412 3.277 -1.260
H29 -4.357 4.387 -2.065
H30 -5.050 4.622 -0.539
H31 -5.888 2.973 -1.797
H32 -2.122 2.854 0.939
C10 5.585 1.729 1.311
C11 6.338 1.022 2.409
O10 6.456 1.763 3.627
O11 4.188 1.404 1.263
H33 5.986 1.117 0.495
H34 5.748 2.806 1.335
H35 7.304 0.816 1.932
H36 6.001 0.005 2.628
H37 6.991 1.246 4.236
H38 3.760 1.850 0.530
C12 -3.985 -2.689 4.837
C13 -2.763 -2.743 3.971
O12 -2.086 -1.502 3.970
O13 -5.006 -1.845 4.222
H39 -3.763 -2.347 5.850
H40 -4.462 -3.660 4.980
H41 -3.122 -2.961 2.959
H42 -2.055 -3.545 4.203
H43 -2.255 -1.164 3.084
H44 -4.679 -0.953 4.389
C14 0.622 -4.496 -2.962
C15 1.904 -3.783 -2.518
O14 2.717 -4.586 -1.691
O15 0.859 -5.648 -3.749
H45 -0.081 -3.809 -3.441
H46 0.128 -4.885 -2.073
H47 1.604 -2.960 -1.853
H48 2.409 -3.194 -3.292
H49 2.553 -5.506 -1.933
H50 1.348 -5.452 -4.554
C16 0.137 4.287 1.614
C17 1.478 5.081 1.921
O16 2.012 5.532 0.695
O17 0.085 3.456 0.457
H51 -0.595 5.072 1.417
H52 -0.145 3.751 2.522
H53 2.107 4.350 2.432
H54 1.196 5.995 2.441
H55 1.609 5.032 -0.024
H56 0.399 2.587 0.738
C18 1.009 -0.332 -4.061
C19 2.527 -0.156 -4.134
O18 3.198 -1.146 -4.902
O19 0.352 0.237 -5.174
H57 0.706 0.098 -3.103
H58 0.702 -1.379 -4.040
H59 3.121 -0.125 -3.221
H60 2.567 0.842 -4.591
H61 3.248 -0.843 -5.813
H62 0.675 1.144 -5.220
C20 -3.353 -0.422 -4.025
C21 -2.442 -0.757 -2.868
O20 -2.411 0.304 -1.895
O21 -4.671 -0.361 -3.512
H63 -3.195 -1.149 -4.830
H64 -3.177 0.516 -4.561
H65 -1.427 -0.995 -3.181
H66 -2.897 -1.616 -2.368
H67 -3.346 0.568 -1.905
H68 -5.303 0.039 -4.112

Computed, not measured: a single C4H6N2O molecule, with wB97M-V/def2-TZVPD.

Calculated values
E_LUMO in eV: 0.7
Orbital gap in eV: 10.989
SMILES: [H]/N=C/OCCC#N

Positions of all 13 atoms, in Å:
N1 1.910 -1.133 1.485
C1 1.082 -0.745 0.616
O1 1.072 0.572 0.281
C2 0.322 0.968 -0.849
C3 -1.178 1.076 -0.549
C4 -1.800 -0.244 -0.394
N2 -2.207 -1.317 -0.257
H1 1.782 -2.129 1.646
H2 0.330 -1.362 0.106
H3 0.501 0.293 -1.695
H4 0.695 1.962 -1.114
H5 -1.306 1.641 0.381
H6 -1.684 1.620 -1.355

Computed, not measured: a molecular structure, C26H53ClO2P2PtSi2, with wB97M-V/def2-TZVPD.

Calculated values
E_LUMO (spin up / spin down) in eV: 0.5 / -2.7
Orbital gap (spin up / spin down) in eV: 3.073 / 4.777
<S²>: 6.014
Multiplicity: 5

Positions of all 87 atoms, in Å:
Pt1 0.567 -0.061 -0.495
C1 -1.632 -0.002 2.046
C2 -2.263 1.167 1.552
C3 -3.342 0.737 0.723
Si1 -1.571 2.851 1.957
C4 -3.334 -0.682 0.683
C5 -2.251 -1.149 1.488
Si2 -1.598 -2.857 1.845
H1 -0.825 -0.016 2.771
H2 -4.040 1.400 0.216
H3 -4.023 -1.321 0.135
Cl1 2.571 0.887 -4.991
C6 -1.323 -3.004 3.684
C7 -2.884 -4.079 1.271
C8 -1.329 2.974 3.803
C9 -2.798 4.127 1.371
H4 -3.882 -3.698 1.529
H5 -2.730 -5.027 1.805
H6 -2.856 -4.274 0.192
H7 -0.296 -2.726 3.956
H8 -1.501 -4.040 4.002
H9 -2.020 -2.347 4.222
H10 -3.815 3.772 1.588
H11 -2.730 4.359 0.301
H12 -2.627 5.050 1.943
H13 -2.045 2.318 4.318
H14 -1.505 4.009 4.128
H15 -0.311 2.683 4.097
C10 0.070 -3.118 0.972
C11 0.131 2.998 1.110
P1 0.432 -2.263 -0.607
H16 0.159 -4.204 0.803
H17 0.892 -2.841 1.653
P2 0.358 2.220 -0.528
H18 0.881 2.535 1.775
H19 0.366 4.073 1.028
C12 1.985 2.844 -1.124
C13 -1.047 2.907 -1.521
C14 -0.968 -2.841 -1.686
C15 1.962 -3.061 -1.293
C16 3.195 -2.175 -1.176
H20 1.726 -3.206 -2.362
C17 2.283 -4.414 -0.650
H21 2.536 -4.274 0.408
H22 3.164 -4.829 -1.157
H23 1.476 -5.148 -0.737
H24 3.066 -1.206 -1.667
H25 4.041 -2.697 -1.650
H26 3.430 -2.008 -0.116
H27 -1.858 -2.590 -1.084
C18 -0.943 -4.353 -1.950
C19 -1.038 -2.066 -2.997
H28 -0.985 -4.962 -1.039
H29 -0.052 -4.644 -2.524
H30 -1.822 -4.613 -2.556
H31 -1.095 -0.984 -2.829
H32 -1.943 -2.374 -3.541
H33 -0.173 -2.275 -3.641
H34 -1.916 2.687 -0.878
C20 -1.255 2.189 -2.850
C21 -0.962 4.424 -1.746
H35 -0.818 5.002 -0.825
H36 -1.906 4.761 -2.198
H37 -0.159 4.671 -2.453
H38 -1.379 1.109 -2.712
H39 -0.424 2.380 -3.543
H40 -2.172 2.574 -3.321
C22 3.109 1.990 -0.532
C23 2.266 4.320 -0.824
H41 1.946 2.699 -2.217
H42 2.361 4.489 0.255
H43 1.510 4.998 -1.229
H44 3.227 4.580 -1.288
H45 3.328 2.304 0.499
H46 4.020 2.128 -1.132
H47 2.876 0.908 -0.505
C24 1.868 0.362 -3.426
H48 2.534 0.727 -2.641
H49 0.866 0.794 -3.347
H50 1.819 -0.730 -3.443
C25 2.360 0.090 3.585
C26 2.038 -0.425 2.202
O1 2.622 -1.423 1.755
O2 1.103 0.263 1.593
H51 2.672 1.140 3.531
H52 3.162 -0.511 4.014
H53 1.473 0.018 4.226

Computed, not measured: a molecular structure, C7H3NO4ReS4Sb, with wB97M-V/def2-TZVPD.

Calculated values
E_LUMO in eV: -8.4
Orbital gap in eV: 6.970
Total charge: +2

Positions of all 21 atoms, in Å:
Re1 -2.216 0.377 -0.153
O1 5.574 -1.022 1.733
C1 4.818 -1.011 0.900
O2 4.059 -1.017 -0.044
C2 2.596 -0.704 -0.073
C3 2.131 -0.368 -1.319
C4 0.768 -0.097 -1.374
N1 -0.009 -0.162 -0.291
C5 0.512 -0.511 0.882
C6 1.856 -0.806 1.073
C7 -0.479 -0.588 2.025
O3 -0.221 -1.012 3.101
O4 -1.683 -0.137 1.625
H1 2.760 -0.322 -2.196
H2 0.294 0.170 -2.308
H3 2.214 -1.099 2.052
S1 -5.301 1.920 -3.318
Sb1 -5.450 1.960 -1.189
S2 -4.205 -0.311 -0.442
S3 -1.896 2.013 -1.366
S4 -6.122 2.726 0.682

Computed, not measured: 2 unconnected molecules or ions with the total composition C5H16N3S, with wB97M-V/def2-TZVPD.

Calculated values
E_LUMO in eV: -3.2
Orbital gap in eV: 8.468
Total charge: +1

Positions of all 25 atoms, in Å:
C1 -1.485 -2.182 -1.873
C2 0.595 -1.744 -0.649
N1 -0.066 -1.657 -1.795
N2 1.606 -0.780 -0.454
N3 0.476 -2.736 0.248
H1 0.121 -0.868 -2.326
H2 2.416 -1.183 -0.032
H3 1.733 -0.133 -1.275
H4 1.263 -2.930 0.856
H5 -0.351 -3.291 0.591
H6 -2.230 -1.609 -1.394
H7 -1.548 -3.208 -1.242
H8 -1.755 -2.526 -2.939
C3 0.591 1.648 1.114
C4 0.882 1.393 2.598
C5 -1.455 2.948 -0.356
S1 -1.151 1.309 0.579
H9 0.838 2.696 0.770
H10 1.262 1.061 0.534
H11 1.965 1.347 2.524
H12 0.392 0.457 2.920
H13 -2.501 2.742 -0.762
H14 -0.869 3.180 -1.197
H15 -1.523 3.851 0.298
H16 0.793 2.217 3.259

Computed, not measured: 2 unconnected molecules or ions with the total composition C6H6N2O3S, with wB97M-V/def2-TZVPD.

Calculated values
E_LUMO in eV: 0.5
Orbital gap in eV: 10.646
SMILES: O=S(=O)(O)c1ccccc1.N#N

Positions of all 18 atoms, in Å:
C1 -1.906 0.242 1.714
C2 -2.099 -0.697 0.682
C3 -0.726 0.939 1.804
C4 -1.066 -0.858 -0.192
C5 0.283 0.798 0.868
C6 0.121 -0.135 -0.105
N1 1.358 2.097 -3.613
N2 1.171 2.454 -2.594
O1 1.387 -1.270 -2.160
O2 1.972 -1.787 0.064
O3 2.605 0.465 -0.820
S1 1.682 -0.577 -0.911
H1 -2.633 0.650 2.440
H2 -3.031 -1.235 0.518
H3 -0.813 1.769 2.547
H4 -1.031 -1.671 -0.917
H5 1.190 1.392 0.961
H6 1.536 -2.575 -0.285

Computed, not measured: 2 unconnected molecules or ions with the total composition C16H28N3O8S, with wB97M-V/def2-TZVPD.

Calculated values
E_LUMO in eV: 0.4
Orbital gap in eV: 2.167
Total charge: -1

Positions of all 56 atoms, in Å:
C1 6.706 0.570 0.351
C2 5.793 0.905 -0.943
O1 5.514 2.123 -1.105
O2 5.393 -0.119 -1.838
C3 4.314 -0.931 -1.289
C4 2.877 -0.391 -1.838
C5 2.331 -1.376 -2.974
C6 1.439 -0.675 -4.106
C7 0.252 0.251 -3.559
C8 -1.089 -0.573 -3.133
C9 -1.294 -0.348 -1.574
N1 -2.087 0.472 -0.884
C10 -1.903 0.369 0.620
C11 -1.903 1.954 1.016
O3 -2.253 2.169 2.392
N2 -1.981 3.476 2.737
O4 -3.055 3.968 2.887
N3 -2.963 -0.313 1.382
C12 -2.526 -1.187 2.271
C13 -1.755 -0.864 3.625
C14 -2.850 -2.757 2.009
C15 -0.396 -0.159 0.648
C16 -0.433 -1.223 -0.554
H1 7.815 0.583 0.077
H2 6.422 1.287 1.185
H3 6.378 -0.484 0.686
H4 4.377 -0.827 -0.144
H5 4.434 -2.053 -1.505
H6 3.091 0.677 -2.213
H7 2.204 -0.303 -0.917
H8 1.758 -2.289 -2.554
H9 3.255 -1.833 -3.497
H10 0.996 -1.508 -4.767
H11 2.144 0.007 -4.714
H12 0.580 0.886 -2.655
H13 -0.054 1.013 -4.371
H14 -0.996 -1.679 -3.432
H15 -1.976 -0.117 -3.685
H16 -2.732 1.105 -1.389
H17 -0.850 2.359 0.767
H18 -2.699 2.479 0.369
H19 -2.200 -1.357 4.554
H20 -0.686 -1.297 3.506
H21 -1.628 0.243 3.852
H22 -3.904 -2.910 2.457
H23 -2.908 -3.015 0.904
H24 -2.152 -3.421 2.620
H25 0.321 0.647 0.225
H26 0.115 -0.411 1.631
H27 -1.045 -2.099 -0.142
H28 0.550 -1.689 -0.884
O5 -4.625 1.315 4.094
S1 -5.751 2.133 3.581
O6 -7.009 1.364 3.682
O7 -5.496 2.482 2.161
O8 -5.862 3.374 4.378

Computed, not measured: a molecular structure, C32H31N2, with wB97M-V/def2-TZVPD.

Calculated values
E_LUMO in eV: -4.8
Orbital gap in eV: 5.222
Total charge: +1

Positions of all 65 atoms, in Å:
C1 -3.778 1.035 1.009
C2 -2.461 1.589 1.537
C3 -1.436 0.517 1.740
C4 -1.851 -0.835 1.933
C5 -0.868 -1.840 2.174
C6 0.467 -1.502 2.139
C7 0.911 -0.171 1.901
C8 2.303 0.094 1.890
C9 2.918 1.249 1.411
C10 4.279 1.672 1.755
C11 4.573 2.838 1.055
C12 3.398 3.197 0.267
C13 2.414 2.229 0.470
C14 -0.086 0.829 1.740
C15 -1.289 -3.242 2.478
C16 -2.660 -3.573 1.903
C17 -3.646 -2.478 2.265
N1 -3.172 -1.173 1.856
C18 -4.201 -0.155 1.846
H1 -4.559 1.800 1.051
H2 -3.662 0.729 -0.038
H3 -2.077 2.354 0.851
H4 -2.651 2.099 2.497
H5 1.220 -2.278 2.294
H6 2.952 -0.687 2.292
H7 4.907 1.123 2.455
H8 5.502 3.404 1.066
H9 3.360 4.078 -0.371
H10 1.377 2.141 -0.055
H11 0.218 1.873 1.651
H12 -0.539 -3.938 2.089
H13 -1.320 -3.388 3.571
H14 -2.593 -3.669 0.812
H15 -3.021 -4.523 2.303
H16 -4.613 -2.647 1.773
H17 -3.828 -2.484 3.356
H18 -4.415 0.174 2.880
H19 -5.117 -0.611 1.450
C19 0.846 3.403 -1.945
C20 0.581 2.192 -1.076
N2 0.705 0.947 -1.750
C21 -0.296 -0.017 -1.911
C22 -1.663 0.112 -1.699
C23 -2.475 -0.983 -2.030
C24 -1.919 -2.133 -2.620
C25 -0.543 -2.244 -2.848
C26 0.275 -1.172 -2.497
C27 1.679 -0.902 -2.682
C28 1.898 0.437 -2.268
C29 3.129 1.055 -2.395
C30 4.213 0.272 -2.813
C31 4.021 -1.073 -3.176
C32 2.751 -1.663 -3.142
H20 -0.121 3.873 -2.167
H21 1.443 4.132 -1.393
H22 1.347 3.161 -2.888
H23 -0.427 2.248 -0.648
H24 -2.061 1.052 -1.320
H25 -3.550 -0.929 -1.857
H26 -2.585 -2.945 -2.917
H27 -0.091 -3.123 -3.307
H28 3.228 2.106 -2.141
H29 5.206 0.718 -2.861
H30 4.882 -1.659 -3.499
H31 2.572 -2.694 -3.446

no.,strongest force on any atom (eV/A),E (eV)
1,2.83,-80778.333
2,0.97,-9271.911
3,1.82,-82016.312
4,0.82,-68976.939
5,4.53,-20742.853
6,5.72,-26276.961
7,5.28,-48719.420
8,5.71,-36658.806